No. 1
DFT (wB97M-V/def2-TZVPD) results for C34H54CrN3O2P2 as an isolated structure.

Calculated values
Relative energy (zero: lowest compared OMol25 entry of this formula, charge and spin) (kcal/mol): 44.7
HOMO (alpha / beta) (eV): -9.30 / -9.88
E_tot (eV): -91690.4291
Total charge: +1
Spin multiplicity: 5
Frontier orbital gap (alpha / beta) (eV): 6.402 / 6.775

Element x y z (Å)
C -1.569 -1.416 -1.927
C 0.715 -1.908 -1.743
C -1.728 -2.310 -2.983
C 0.555 -2.973 -2.668
C -0.670 -3.171 -3.282
H -2.694 -2.333 -3.489
H 1.428 -3.566 -2.952
H -0.817 -3.957 -4.021
N -0.449 -1.414 -1.177
P -2.527 0.149 0.108
P 2.663 -0.243 -0.254
C -2.589 -0.314 -1.679
H -2.351 0.567 -2.292
H -3.588 -0.643 -1.995
C 0.245 1.148 1.728
O 0.598 1.890 2.567
C 1.980 -1.253 -1.547
H 2.796 -1.899 -1.902
C 4.155 0.514 -1.310
C 3.371 -1.026 1.398
C -3.202 1.893 0.178
C -3.683 -1.188 0.780
C 4.014 2.031 -1.119
H 4.078 2.333 -0.066
H 4.823 2.532 -1.669
H 3.063 2.389 -1.526
C 5.549 0.024 -0.897
H 5.809 0.239 0.143
H 5.671 -1.050 -1.089
H 6.294 0.537 -1.526
C 4.021 0.212 -2.811
H 4.628 0.943 -3.371
H 4.344 -0.801 -3.083
H 2.992 0.338 -3.145
C 4.089 0.092 2.180
H 3.373 0.874 2.468
H 4.512 -0.332 3.102
H 4.901 0.577 1.630
C 2.220 -1.526 2.279
H 1.556 -0.710 2.581
H 1.618 -2.295 1.781
H 2.648 -1.960 3.195
C 4.248 -2.229 1.061
H 5.169 -1.965 0.536
H 4.534 -2.727 2.000
H 3.690 -2.948 0.447
C -4.234 -0.741 2.138
H -4.801 -1.581 2.572
H -3.421 -0.490 2.832
H -4.926 0.108 2.052
C -2.837 -2.461 0.965
H -2.419 -2.816 0.013
H -2.013 -2.287 1.672
H -3.483 -3.257 1.370
C -4.866 -1.550 -0.148
H -5.536 -2.230 0.405
H -5.456 -0.674 -0.447
H -4.544 -2.096 -1.045
C -2.385 2.807 -0.759
H -2.559 2.577 -1.819
H -2.706 3.847 -0.587
H -1.305 2.743 -0.570
C -3.019 2.377 1.627
H -1.967 2.315 1.941
H -3.336 3.429 1.679
H -3.634 1.803 2.332
C -4.680 1.955 -0.240
H -4.834 1.597 -1.269
H -5.344 1.404 0.438
H -4.994 3.011 -0.212
Cr -0.195 0.019 0.276
N 0.422 1.084 -1.153
C 1.105 0.869 -2.153
C 1.093 1.719 -3.350
C 0.940 3.094 -3.115
C 1.167 1.231 -4.670
C 0.887 3.988 -4.191
H 0.840 3.463 -2.093
C 1.148 2.137 -5.736
H 1.231 0.154 -4.841
C 0.988 3.511 -5.501
H 0.765 5.054 -3.995
H 1.251 1.774 -6.760
H 0.943 4.210 -6.343
C -1.602 -0.334 6.391
N -1.212 -1.053 5.187
C -0.697 -2.414 5.315
C -1.158 -0.411 4.005
O -0.796 -0.959 2.940
H -1.686 -1.053 7.212
H -2.569 0.164 6.229
H -0.870 0.445 6.651
H -1.121 -3.049 4.527
H 0.400 -2.438 5.229
H -1.001 -2.778 6.301
H -1.456 0.659 4.055

Forces on atoms 1 to 6 (eV/Å):
C -0.438 -0.467 -1.006
C -0.597 0.067 0.526
C -0.501 0.644 0.688
C 0.009 -0.161 -0.494
C 0.380 -0.182 0.286
H 0.436 -0.056 -0.066


No. 2
DFT (wB97M-V/def2-TZVPD) results for C34H54N3NaO12P2S3 as an isolated structure.

Calculated values
Relative energy (zero: lowest compared OMol25 entry of this formula, charge and spin) (kcal/mol): 0.0
HOMO (eV): 1.07
E_tot (eV): -120681.7889
Total charge: -2
Frontier orbital gap (eV): 2.264

Element x y z (Å)
Na -0.483 0.073 -0.669
O -4.118 0.810 2.221
C -3.383 1.060 1.105
O -2.162 1.063 1.142
C -4.193 1.321 -0.097
C -5.524 1.752 -0.003
C -6.214 1.960 -1.187
C -5.570 1.745 -2.390
C -4.220 1.302 -2.385
N -3.571 1.097 -1.253
C -3.542 0.973 -3.714
O -4.056 1.474 -4.734
O -2.565 0.187 -3.639
H -3.480 0.504 2.917
H -5.977 1.920 0.977
H -7.254 2.298 -1.165
H -6.058 1.897 -3.366
C 3.514 -4.035 -2.371
C 3.078 -2.616 -2.115
S 2.972 -2.113 -0.513
C 2.824 -1.755 -3.206
C 3.060 -2.202 -4.622
S 2.238 -0.177 -3.025
H 3.526 -4.574 -1.413
H 4.534 -4.078 -2.812
H 2.830 -4.556 -3.070
H 3.723 -3.078 -4.691
H 3.506 -1.364 -5.190
H 2.094 -2.453 -5.111
C -0.552 4.251 1.034
C 0.479 4.519 -0.039
C 0.988 5.948 0.011
O 1.602 3.622 0.157
P 1.621 2.352 -0.845
O 0.266 1.859 -1.132
C 2.772 1.254 0.000
P 1.870 0.454 1.346
O 0.584 -0.195 1.057
O 2.810 -0.569 2.116
C 4.151 -0.355 2.612
C 5.174 -0.682 1.541
C 4.279 -1.282 3.805
O 1.739 1.700 2.378
C 1.118 1.378 3.643
C -0.277 1.956 3.712
C 2.015 1.927 4.741
O 2.228 2.937 -2.187
C 3.536 3.392 -2.577
C 4.098 4.433 -1.623
C 4.501 2.238 -2.774
H -1.430 4.917 0.896
H -0.114 4.447 2.033
H -0.892 3.200 0.986
H 0.045 4.303 -1.036
H 1.475 6.150 0.985
H 0.136 6.648 -0.107
H 1.714 6.146 -0.802
H 3.658 1.802 0.388
H 3.087 0.462 -0.693
H 4.231 0.697 2.926
H 4.850 -1.571 0.958
H 6.160 -0.880 2.005
H 5.314 0.155 0.821
H 4.077 -2.325 3.483
H 3.549 -1.030 4.600
H 5.299 -1.231 4.224
H 1.059 0.273 3.717
H -0.244 3.067 3.710
H -0.768 1.638 4.655
H -0.884 1.618 2.847
H 2.054 3.036 4.685
H 3.046 1.529 4.658
H 1.621 1.648 5.737
H 3.337 3.865 -3.558
H 4.187 4.032 -0.592
H 3.460 5.337 -1.583
H 5.105 4.732 -1.971
H 5.008 1.970 -1.824
H 5.273 2.524 -3.511
H 3.959 1.336 -3.147
N -4.280 -5.776 3.972
C -3.607 -4.652 4.383
O -3.669 -4.287 5.562
C -2.871 -3.903 3.339
C -2.613 -4.391 2.057
C -1.914 -3.587 1.162
N -1.498 -2.357 1.443
C -1.703 -1.911 2.680
C -2.370 -2.635 3.655
H -4.560 -6.406 4.728
H -4.033 -6.232 3.085
H -2.934 -5.383 1.709
H -1.682 -3.963 0.160
H -1.302 -0.915 2.883
H -2.515 -2.226 4.669
O -1.280 -3.832 -2.205
S -1.724 -2.452 -2.553
C -2.460 -2.681 -4.229
C -3.747 -3.428 -3.947
C -4.453 -2.602 -2.874
C -3.416 -2.347 -1.792
H -1.727 -3.234 -4.851
H -2.642 -1.647 -4.624
H -3.488 -4.429 -3.536
H -4.358 -3.564 -4.850
H -5.345 -3.124 -2.470
H -4.793 -1.631 -3.311
H -3.428 -3.135 -1.006
H -3.494 -1.342 -1.325

Forces on atoms 1 to 6 (eV/Å):
Na -1.071 -1.360 -0.972
O 0.613 -0.361 0.447
C 1.734 -0.057 0.764
O -1.566 -0.215 -0.147
C -1.074 0.316 -0.452
C 0.568 -0.174 0.509


Strongest force on any atom (computed, eV/Å): 7.2, 3.8